73
Properties=species:S:1:pos:R:3:forces:R:3:lowdin_charge:R:1 method="wB97M-V/def2-TZVPD" energy_ha=-5231.4806 total_charge=+3 spin_multiplicity=2 orbital_gap_ev="7.0 / 3.8" largest_force_ev_per_a=2.5 s_squared=0.7754
Ti -0.1797 0.3403 0.0733 -0.960 1.309 -1.884 0.440
P 0.3367 -0.8331 2.3990 0.372 -0.904 1.766 0.771
P 1.8657 1.7576 0.4354 1.321 1.292 0.450 0.757
P -2.0208 -1.2934 -0.2471 -1.842 -1.297 -0.099 0.767
H 1.1982 0.6077 -2.4081 -0.258 0.008 0.089 0.029
C 0.1607 0.3666 -2.1519 -0.590 0.830 0.485 -0.299
C -0.7442 1.4487 -1.8564 0.759 -1.083 -0.083 -0.205
H -0.3810 2.4833 -1.9366 -0.071 -0.442 0.275 0.067
C 1.5789 -2.1943 2.3572 0.052 0.022 -0.526 -0.262
C 1.0752 0.1170 3.7971 -0.025 0.360 -0.076 -0.253
C -0.9611 -1.6966 3.3832 -0.348 0.079 -0.103 -0.248
C 2.2340 2.9489 -0.9053 -0.016 -0.153 -0.318 -0.223
C 1.9317 2.9456 1.8401 -0.148 -0.125 0.210 -0.222
C 3.4038 0.7958 0.6300 0.140 -0.021 -0.043 -0.234
C -2.9022 -1.2249 -1.8497 0.155 0.199 -0.274 -0.225
C -3.4778 -1.2871 0.8666 0.061 0.109 0.221 -0.214
C -1.4468 -3.0286 -0.1653 0.226 -0.109 -0.101 -0.244
H -0.2074 -0.5266 -2.6700 0.103 0.194 0.313 0.045
H -1.8062 1.3555 -2.1177 0.385 -0.069 0.247 0.066
H 1.7906 -2.5175 3.3864 -0.077 0.079 -0.329 0.075
H 2.5093 -1.8556 1.8865 -0.063 -0.070 0.173 0.026
H 1.2055 -3.0487 1.7794 0.026 0.096 0.188 0.032
H 1.1948 -0.5552 4.6600 -0.062 0.150 -0.339 0.072
H 0.4161 0.9395 4.0999 0.138 -0.104 -0.023 0.057
H 2.0593 0.5248 3.5427 -0.195 -0.098 0.051 0.035
H -0.5243 -2.0521 4.3284 -0.019 0.119 -0.356 0.074
H -1.3809 -2.5596 2.8546 0.102 0.220 0.106 0.035
H -1.7751 -1.0057 3.6302 0.104 -0.129 -0.038 0.048
H 3.2756 3.2875 -0.8013 -0.325 -0.054 -0.023 0.075
H 1.5701 3.8196 -0.8182 0.161 -0.236 -0.019 0.068
H 2.0941 2.5037 -1.8958 0.118 0.155 0.157 0.042
H 2.9487 3.3593 1.8919 -0.238 -0.110 -0.005 0.080
H 1.6841 2.4853 2.8037 0.121 0.166 -0.280 0.026
H 1.2406 3.7812 1.6640 0.145 -0.222 0.002 0.064
H 4.2379 1.4819 0.4292 -0.052 -0.343 0.130 0.073
H 3.4393 -0.0433 -0.0773 0.168 0.279 0.142 0.015
H 3.4922 0.3911 1.6476 -0.011 0.161 -0.267 0.050
H -3.4190 -2.1813 -2.0193 0.125 0.321 0.106 0.074
H -2.2242 -1.0303 -2.6864 -0.204 -0.100 0.104 0.039
H -3.6455 -0.4172 -1.8108 0.181 -0.199 -0.014 0.071
H -4.2199 -2.0044 0.4869 0.261 0.150 0.077 0.079
H -3.9312 -0.2890 0.8773 0.093 -0.153 -0.011 0.050
H -3.2083 -1.5588 1.8924 -0.089 0.065 -0.256 0.031
H -2.1697 -3.6336 -0.7294 0.276 -0.030 0.258 0.071
H -1.3894 -3.3833 0.8721 -0.071 0.077 -0.310 0.044
H -0.4494 -3.1337 -0.6225 -0.578 -0.080 0.110 -0.045
C 2.9028 -2.7551 -2.9569 -0.331 0.041 1.012 -0.476
C 2.6663 -1.8064 -3.9611 0.219 0.686 -1.323 -0.068
C 3.2213 -1.9694 -5.2328 -0.795 0.763 0.896 0.005
C 4.0397 -3.0678 -5.5172 0.209 -0.362 -0.035 0.046
C 4.3085 -4.0127 -4.5126 -0.247 -0.255 1.276 0.011
C 3.7519 -3.8543 -3.2356 0.449 -1.021 -0.650 -0.052
Se 2.0166 -2.6482 -1.2353 1.438 0.480 -1.152 1.100
H 1.9808 -1.1187 -1.0474 -0.140 -1.177 -0.624 -0.103
H 2.0306 -0.9574 -3.7429 0.040 -0.023 -0.193 0.088
H 3.0115 -1.2402 -6.0137 0.014 -0.137 0.229 0.138
H 4.4683 -3.1981 -6.5149 -0.160 0.077 0.339 0.149
H 4.9468 -4.8766 -4.7253 -0.245 0.384 0.157 0.143
H 3.9562 -4.5926 -2.4565 -0.016 0.196 -0.290 0.126
N -1.2831 2.1149 0.8978 0.990 -0.072 0.403 -0.021
C -2.6683 2.4892 1.1571 -0.394 0.450 0.373 -0.304
C -3.2959 3.3720 0.2774 -0.301 0.001 0.109 -0.028
C -4.5342 3.9242 0.6403 0.092 -0.192 -0.008 -0.042
C -5.1181 3.5926 1.8662 -0.007 -0.078 0.071 -0.050
C -4.4687 2.7225 2.7478 0.439 -0.228 -0.341 -0.044
C -3.2351 2.1475 2.3886 -0.373 0.397 -0.251 -0.046
H -0.8711 2.8841 0.3656 -0.207 -0.153 0.072 0.080
H -0.7895 2.1358 1.7971 -0.370 0.268 -0.066 0.073
H -2.8105 3.6566 -0.6662 -0.226 -0.075 0.424 0.120
H -5.0367 4.6421 -0.0159 0.255 -0.357 0.192 0.126
H -6.0880 4.0189 2.1488 0.510 -0.116 -0.134 0.128
H -4.8952 2.5170 3.7277 0.043 -0.035 -0.259 0.120
H -2.6857 1.4931 3.0736 -0.238 0.234 -0.111 0.106